The following is a DFT calculation (ωB97M-V/def2-TZVPD) of a single C2H3IO molecule in a non-equilibrium geometry.

As for the SMILES: CC(=O)I. As for the calculated total energy: -12269.459 eV. The molar mass is 169.9 g mol⁻¹. As for the largest force on an atom: 8.73 eV Å⁻¹.

Each line ends with the natural charge from an NBO analysis.
Atoms and positions in Å:
C1 -0.35193 0.35020 -0.59161  0.402
C2 0.45886 -0.10474 0.53952  -0.744
O1 -0.68356 1.65227 -0.76204  -0.534
I1 -1.29549 -1.20030 -1.65093  0.122
H1 1.40624 -0.46306 0.36753  0.254
H2 -0.06896 -0.96721 0.87510  0.246
H3 0.53483 0.73282 1.22244  0.254



The following is a DFT calculation (ωB97M-V/def2-TZVPD) of a molecular structure, C32H46AsIN6O2RbS.

As for the calculated total energy: -127398.838 eV. The molar mass is 866.1 g mol⁻¹. As for the largest force on an atom: 0.86 eV Å⁻¹. As for the net charge: -1.

Each line ends with the Mulliken charge.
Atoms and positions in Å:
Rb1 -1.49531 1.37174 -0.38566  0.563
N1 -4.15672 3.16395 -4.22838  -0.478
C1 -3.55374 2.11486 -3.56380  0.260
S1 -4.30957 1.55844 -2.13631  -0.579
N2 -2.48897 1.62970 -4.16121  -0.995
N3 -1.79857 0.74277 -3.39599  0.694
C2 -1.20910 -0.20956 -4.01861  -0.261
C3 -1.32363 -0.41698 -5.49196  -0.341
C4 -2.06032 -1.48456 -5.99319  0.120
C5 -2.17170 -1.68375 -7.36167  -0.710
C6 -1.54473 -0.81668 -8.24271  -0.328
C7 -0.81272 0.25470 -7.74955  -0.707
C8 -0.70628 0.45570 -6.38328  0.020
C9 -0.39449 -1.16419 -3.23530  0.318
C10 0.28890 -2.21487 -3.86440  -0.595
C11 1.02244 -3.10276 -3.09696  -0.776
C12 1.06898 -2.92367 -1.72421  -0.686
C13 0.38163 -1.84251 -1.18899  -0.487
N4 -0.32762 -0.98738 -1.90776  0.364
H1 -5.13071 3.29507 -4.02527  0.216
H2 -3.86896 3.27061 -5.18926  0.230
H3 -2.55570 -2.15763 -5.30390  0.473
H4 -2.75417 -2.51568 -7.73777  0.373
H5 -1.63037 -0.96961 -9.31153  0.383
H6 -0.32857 0.94113 -8.43330  0.371
H7 -0.15738 1.30246 -5.99219  0.424
H8 0.24019 -2.32574 -4.93682  0.406
H9 1.55161 -3.92067 -3.57012  0.420
H10 1.62767 -3.58787 -1.07762  0.344
H11 0.41222 -1.64947 -0.11927  0.612
C14 -4.12151 -0.13570 1.78721  -1.173
N5 -2.84522 -0.72596 1.42856  0.864
C15 -3.03563 -1.91079 0.61552  -0.986
C16 -2.00762 -1.00720 2.58525  -0.190
C17 -1.62032 0.26724 3.32175  -0.753
N6 -0.46736 0.10762 4.19511  1.034
C18 0.02733 1.41846 4.57826  -1.080
C19 -0.77874 -0.69275 5.35761  -1.343
H12 -4.71127 -0.79198 2.45335  0.312
H13 -4.69844 0.04916 0.88025  0.363
H14 -3.97406 0.82018 2.28777  0.265
H15 -3.55735 -2.71624 1.16391  0.302
H16 -2.06895 -2.29287 0.28481  0.176
H17 -3.61988 -1.65668 -0.26990  0.318
H18 -1.08743 -1.48138 2.23169  -0.315
H19 -2.51336 -1.72430 3.26154  0.303
H20 -2.47925 0.65454 3.90138  0.284
H21 -1.38156 1.02909 2.57715  0.107
H22 -0.73538 2.00991 5.11491  0.328
H23 0.32207 1.96505 3.68248  0.005
H24 0.89057 1.31120 5.23691  0.382
H25 -1.59962 -0.26293 5.96211  0.387
H26 0.10208 -0.77174 5.99772  0.409
H27 -1.07259 -1.70036 5.06047  0.257
I1 3.37806 8.15174 -1.40440  0.021
C20 2.32313 6.52968 -0.60520  0.066
C21 1.10447 6.74764 0.01862  -0.523
C22 0.41044 5.66773 0.54210  -0.239
C23 0.92752 4.38102 0.45711  0.183
C24 2.15162 4.18523 -0.16901  -0.338
C25 2.85242 5.25261 -0.70714  -0.503
C26 0.14861 3.19105 1.03156  -0.040
O1 -1.04182 3.39493 1.35286  -0.782
O2 0.75791 2.10034 1.08980  -0.377
H28 0.69956 7.74852 0.08902  0.357
H29 -0.55290 5.79774 1.01693  0.441
H30 2.54314 3.17788 -0.22081  0.470
H31 3.80122 5.09363 -1.20314  0.358
C27 0.87479 -4.27113 3.20000  -1.127
C28 2.08268 -3.79209 2.40518  -0.723
As1 2.06113 -1.81382 2.24951  0.444
C29 3.61638 -1.59761 1.04302  -0.585
C30 4.85095 -2.43375 1.33661  -1.329
C31 2.93664 -1.38350 3.96260  -0.659
C32 3.40410 0.06406 3.98157  -1.165
H32 0.87126 -5.35556 3.33265  0.388
H33 -0.05475 -3.99214 2.69962  0.209
H34 0.85299 -3.81864 4.19418  0.261
H35 2.05729 -4.20017 1.39066  0.265
H36 3.01161 -4.13167 2.86943  0.521
H37 3.85086 -0.53081 1.07298  0.405
H38 3.24386 -1.78727 0.03325  0.389
H39 5.26181 -2.20379 2.32207  0.255
H40 5.64189 -2.25082 0.60502  0.432
H41 4.62770 -3.50151 1.31466  0.254
H42 3.76413 -2.07308 4.15141  0.592
H43 2.18174 -1.55490 4.73347  0.342
H44 4.23322 0.22121 3.28905  0.331
H45 3.74689 0.36403 4.97486  0.405
H46 2.59856 0.73410 3.68103  0.097



The following is a DFT calculation (ωB97M-V/def2-TZVPD) of a single C9H6N2OS3 molecule in a non-equilibrium geometry.

As for the SMILES: O=c1nc(Sc2ccccc2)sc(=S)[nH]1. As for the calculated total energy: -46962.511 eV. The molar mass is 254.4 g mol⁻¹. As for the largest force on an atom: 4.56 eV Å⁻¹.

Each line ends with the natural charge from an NBO analysis.
Atoms and positions in Å:
O1 -2.22972 0.73528 4.37064  -0.554
S1 1.78829 -1.35158 3.19597  -0.042
N1 -2.05411 0.81774 2.06343  -0.499
S2 0.32179 0.14693 1.13283  0.382
S3 -1.91627 1.08008 -0.50443  0.357
C1 -1.58738 0.47973 3.38739  0.746
C2 0.36406 -0.64949 2.74326  -0.102
C3 -1.31499 0.68594 1.08159  -0.046
C4 1.69747 -0.43430 -2.76930  -0.209
C5 1.47149 0.92338 -2.54437  -0.208
C6 0.73139 -1.34717 -2.58174  -0.190
C7 0.28291 1.39913 -2.04742  -0.211
C8 -0.42502 -0.92530 -1.81633  -0.200
C9 -0.62992 0.39407 -1.57180  -0.200
N2 -0.69688 -0.49523 3.64580  -0.622
H1 2.63021 -0.90090 -3.22442  0.230
H2 2.26752 1.64416 -2.88641  0.227
H3 0.73576 -2.42450 -2.88653  0.229
H4 0.08588 2.44565 -2.05689  0.234
H5 -1.04524 -1.66460 -1.38363  0.228
H6 -0.47724 -0.55902 4.65237  0.450



The following is a DFT calculation (ωB97M-V/def2-TZVPD) of a single C20H19NO4 molecule.

As for the SMILES: COc1ccc(-c2ccc(CCC(=O)O)n2-c2ccc(O)cc2)cc1. As for the calculated total energy: -30728.839 eV. The molar mass is 337.4 g mol⁻¹. As for the largest force on an atom: 0.75 eV Å⁻¹.

Each line ends with the natural charge from an NBO analysis.
Atoms and positions in Å:
C1 -5.94160 -0.78737 -1.26812  -0.251
H1 -5.81216 0.28161 -1.06761  0.174
O1 -5.28805 -1.57746 -0.30688  -0.495
C2 -3.93258 -1.46985 -0.18871  0.290
C3 -3.33648 -2.29657 0.76518  -0.245
C4 -1.97655 -2.25943 0.97054  -0.180
C5 -1.16089 -1.39619 0.23423  -0.095
C6 -1.76276 -0.58748 -0.72563  -0.196
C7 -3.12968 -0.61684 -0.93634  -0.257
H2 -3.55237 0.02606 -1.69267  0.211
H3 -1.15807 0.06697 -1.33548  0.216
C8 0.27541 -1.39274 0.46373  0.112
C9 1.10197 -2.46224 0.72321  -0.265
C10 2.41268 -1.96958 0.82347  -0.288
C11 2.36646 -0.61284 0.62305  0.139
N1 1.05985 -0.26406 0.39244  -0.368
C12 0.55951 1.04760 0.30169  0.189
C13 -0.39945 1.47927 1.21214  -0.205
C14 -0.90872 2.76025 1.13344  -0.277
C15 -0.45977 3.63399 0.14906  0.301
C16 0.50158 3.20507 -0.76128  -0.257
C17 1.00207 1.92138 -0.68684  -0.227
H4 1.72665 1.58558 -1.41199  0.222
H5 0.83644 3.88974 -1.52379  0.227
O2 -0.92978 4.90417 0.03795  -0.661
H6 -1.58786 5.07277 0.72301  0.481
H7 -1.65696 3.08738 1.84303  0.211
H8 -0.74692 0.80350 1.97848  0.233
C18 3.48401 0.37415 0.67472  -0.433
H9 4.13390 0.13214 1.51829  0.236
H10 3.08705 1.38062 0.82186  0.230
C19 4.33739 0.35962 -0.60698  -0.497
C20 5.02703 -0.96639 -0.80293  0.797
O3 4.91656 -1.67292 -1.76717  -0.585
O4 5.82381 -1.27937 0.22806  -0.698
H11 6.24756 -2.13798 0.07381  0.499
H12 3.72635 0.55001 -1.48893  0.225
H13 5.10806 1.12931 -0.53026  0.232
H14 3.29375 -2.54552 1.02753  0.219
H15 0.79846 -3.48727 0.80147  0.220
H16 -1.52927 -2.89749 1.71762  0.218
H17 -3.96910 -2.95888 1.33505  0.222
H18 -5.58979 -1.01117 -2.28065  0.176
H19 -6.99771 -1.04153 -1.19082  0.200



The following energy relative to the best compared isomer or geometry (same formula, charge and spin) values (in kJ/mol) correspond, in order, to the records above: 90.4 57.7 88.5 86.2.
The following Kohn-Sham gap values (in Ha) correspond, in order, to the records above: 0.3675 0.2408 0.3238 0.2910.
The following LUMO values (in eV) correspond, in order, to the records above: -0.06 2.09 -0.45 0.57.